Here is an isolated molecule of C16H19N3OS2 at a distorted geometry from OMol25. Energies are from ωB97M-V/def2-TZVPD.

The calculation puts the molar mass at 333.48 Da. The value obtained for the max |F| is 17.93 eV/A. The value obtained for the HOMO-LUMO gap is 7.34 eV. As for the energy: -1656.449344 hartree. The energy above the lowest of the compared OMol25 structures with the same formula, charge and spin comes out at 14.990 eV. The SMILES is CCc1c(C(=O)NNC(=S)NCc2ccccc2)csc1C.

Structure (XYZ):
```
41
Properties=species:S:1:pos:R:3:forces:R:3
C 4.53635 -0.36738 -0.21378 2.342 -3.546 -11.592
C 3.77032 -0.10036 0.75588 -5.944 7.391 15.221
C 3.02507 -1.11824 1.52615 -2.009 -1.656 -0.377
C 1.50344 -1.31987 1.32028 4.254 -6.360 5.658
C 0.51714 -0.55825 0.80147 8.751 1.186 -8.003
O -0.54824 -0.41133 1.06559 -9.257 1.867 2.257
N 1.13221 -0.08881 -0.77635 -3.099 -2.592 6.105
N 0.39235 0.83887 -1.38544 2.251 2.742 -2.993
C -0.75690 0.53251 -2.18040 6.024 4.396 -1.666
S -0.92306 1.32563 -3.61216 -0.070 -0.021 -0.881
N -1.55267 -0.06722 -1.47014 -9.489 -1.638 -11.799
C -2.94037 -0.16347 -2.00930 -2.845 -1.422 2.762
C -4.02782 0.80488 -1.39596 4.700 2.136 1.907
C -4.18469 0.85487 0.04398 6.121 -9.757 -6.662
C -4.92956 1.69287 0.49779 -8.185 9.714 10.964
C -5.28680 2.92980 -0.03361 2.052 -3.828 -6.772
C -5.07147 2.96122 -1.45148 0.330 2.995 -0.117
C -4.22000 2.04893 -2.00956 -1.465 -4.877 -4.596
C 1.04197 -2.52936 2.06360 5.627 4.782 -2.172
S 2.24253 -3.37939 2.86631 1.325 2.052 -0.695
C 3.63698 -1.98504 2.36795 -12.167 -0.874 -3.250
C 4.73852 -2.31240 2.93762 10.602 3.533 -2.555
H 5.17717 -1.13982 -0.01225 1.953 -2.002 0.355
H 3.75831 -0.88346 -1.02253 2.245 0.984 0.951
H 5.05029 0.40579 -0.71109 0.487 1.034 -0.514
H 3.10294 0.78157 0.89675 0.035 -0.340 -2.059
H 4.41426 0.53626 1.72940 -0.609 -1.997 -1.987
H 2.02845 -0.44485 -0.99935 0.519 0.110 -0.993
H 1.04931 1.44404 -1.93565 -1.377 -0.301 0.595
H -1.46309 -0.19499 -0.64536 1.745 -2.062 13.119
H -3.39309 -1.13649 -1.77021 0.711 -0.296 0.467
H -3.06996 -0.19925 -3.04889 0.891 0.642 -1.488
H -3.77388 0.01041 0.58907 -0.352 -0.007 0.285
H -5.33316 1.66851 1.66910 1.455 -0.413 -2.708
H -5.85138 3.71995 0.07824 -3.160 3.486 2.967
H -5.42142 3.81747 -2.18150 0.564 -1.477 1.996
H -4.14754 1.74775 -3.17858 0.115 2.200 2.315
H 0.08068 -2.74848 2.07099 -4.286 -1.263 0.153
H 4.86014 -2.97816 3.63490 0.161 -2.965 4.521
H 5.48058 -2.65231 2.17918 -0.335 -0.808 -0.261
H 5.35609 -1.34241 2.94935 -0.610 -0.743 1.546
```
Forces are in eV/Å.

Results of the Löwdin charge analysis, in e, for atoms 1 through 2: C -0.15; C -0.38

Here is a cluster of 3 separate species, C4H8O3 in total at a distorted geometry from OMol25. Energies are from ωB97M-V/def2-TZVPD.

The calculation puts the molar mass at 104.10 Da. The value obtained for the max |F| is 1.48 eV/A. The value obtained for the HOMO-LUMO gap is 9.29 eV. As for the energy: -382.841421 hartree. The energy above the lowest of the compared OMol25 structures with the same formula, charge and spin comes out at 3.358 eV.

Structure (XYZ):
```
15
Properties=species:S:1:pos:R:3:forces:R:3
C -0.02432 0.11731 -1.70661 0.035 -0.031 -0.053
C -0.37334 -0.64463 -0.46727 0.549 -0.207 -0.065
O -1.65694 -1.10069 -0.44877 -0.081 -0.096 0.214
C 0.51246 -0.91387 0.49794 -0.279 -0.421 -0.348
O 1.84594 -0.65197 0.27796 0.194 0.053 0.070
C 0.33749 1.06581 2.22639 1.281 0.638 0.370
O 1.37766 1.48742 2.02024 -1.117 -0.326 0.290
H -0.92556 0.42290 -2.24490 0.101 -0.090 0.141
H 0.57760 1.00105 -1.47471 -0.086 -0.178 0.006
H 0.57373 -0.52850 -2.35446 -0.050 0.120 -0.078
H -1.42341 1.20729 0.21168 -0.226 0.342 0.060
H -1.76052 -1.69822 0.30503 -0.077 0.108 -0.112
H 0.23547 -1.49524 1.38016 0.130 0.044 -0.131
H 2.18638 -0.04181 0.94714 -0.038 -0.146 -0.139
H -1.22815 1.49064 0.86856 -0.337 0.189 -0.225
```
Forces are in eV/Å.

Results of the Löwdin charge analysis, in e, for atoms 1 through 2: C -0.02; C -0.45

Here is a structure of composition C11H16F8INO7P3S2 from OMol25. Energies are from ωB97M-V/def2-TZVPD.

The calculation puts the molar mass at 710.19 Da. The value obtained for the max |F| is 0.55 eV/A. The value obtained for the HOMO-LUMO gap is 6.47 eV. As for the energy: -3927.068734 hartree. The charge is +1.

Structure (XYZ):
```
49
Properties=species:S:1:pos:R:3:forces:R:3
C 1.50114 0.99230 3.03631 0.280 -0.005 0.056
P 1.05471 2.14515 1.68119 -0.291 0.178 -0.094
C 2.64335 3.01127 1.29826 0.018 -0.072 0.213
C 0.79819 1.09849 0.10075 0.305 0.161 -0.172
P 2.03565 -0.27424 -0.51488 0.020 0.000 -0.035
C 3.35956 0.57915 -1.45330 -0.018 -0.067 -0.013
O 2.82516 -0.61294 0.88146 0.023 -0.019 0.041
S 0.79478 2.31898 -1.26614 0.176 -0.101 0.129
C -0.30233 1.43929 -2.15666 -0.210 -0.473 0.179
I -0.51919 2.03093 -4.10590 -0.111 0.227 -0.137
N -0.91380 0.43347 -1.49863 0.218 0.236 0.079
S -1.98794 -0.68877 -2.27557 0.174 0.089 -0.040
O -2.53017 -1.52365 -1.27623 -0.322 0.083 0.118
O -2.74282 0.09024 -3.18470 -0.178 -0.043 -0.008
C -0.86336 -1.76026 -3.33997 -0.091 0.015 0.146
F -1.62681 -2.05884 -4.38330 0.010 -0.034 -0.128
F 0.17422 -1.01066 -3.72615 0.223 -0.099 -0.108
C -0.33119 -3.08798 -2.71889 0.065 0.042 0.192
F 0.57522 -2.81155 -1.77413 -0.299 -0.117 -0.284
F -1.31485 -3.79599 -2.19102 0.057 0.009 -0.118
F 0.24303 -3.77806 -3.69773 0.014 0.092 0.165
C -0.63531 0.48530 0.02899 -0.019 -0.082 0.114
C -0.61951 -0.92566 0.69135 -0.078 -0.145 -0.150
C -1.56523 -1.18994 1.86658 0.104 0.296 0.045
O -0.99755 -0.63365 3.02260 -0.164 -0.288 0.139
C -1.73132 -2.70196 2.04666 0.247 0.052 -0.191
F -2.13184 -3.00900 3.26501 -0.188 -0.055 0.353
F -0.58734 -3.36500 1.80464 0.239 -0.050 0.082
F -2.63318 -3.16464 1.17381 -0.235 -0.086 -0.243
P -1.99037 1.59894 0.75814 0.326 -0.113 -0.327
O -2.03642 1.71621 2.20952 -0.193 0.062 0.057
O -3.25907 0.89508 0.09303 -0.133 0.263 -0.119
O -1.81414 2.94946 -0.07150 -0.124 -0.018 0.010
H 0.88949 1.27199 3.89452 0.038 -0.052 -0.041
H 1.32155 -0.05206 2.81693 -0.076 0.016 -0.003
H 2.55532 1.10660 3.29400 -0.067 0.001 -0.016
H 3.33432 2.83345 2.12459 -0.049 0.106 -0.038
H 3.15012 2.69494 0.39564 0.018 -0.033 -0.152
H 2.43974 4.08007 1.23789 0.090 -0.033 -0.037
H 4.17456 -0.15385 -1.48635 -0.084 0.027 -0.052
H 3.04488 0.73998 -2.48555 0.035 0.042 0.063
H 3.75117 1.49808 -1.03235 0.044 0.120 0.011
H 3.78312 -0.51062 0.84050 -0.046 0.046 0.073
H -0.78749 -1.67808 -0.07101 0.157 0.041 0.131
H 0.38171 -1.10930 1.08441 -0.095 0.005 0.058
H -2.57404 -0.82229 1.66907 0.025 0.005 0.088
H -1.59256 0.03509 3.38563 0.060 0.003 -0.134
H -4.10167 1.30202 0.35034 0.010 -0.281 0.044
H -2.64151 3.37252 -0.34184 0.095 0.049 0.052
```
Forces are in eV/Å.

Results of the Löwdin charge analysis, in e, for atoms 1 through 2: C -0.26; P 0.94

Here is a structure of composition H20O10 at a distorted geometry from OMol25. Energies are from ωB97M-V/def2-TZVPD.

The calculation puts the molar mass at 180.15 Da. The value obtained for the max |F| is 9.85 eV/A. The value obtained for the HOMO-LUMO gap is 9.17 eV. As for the energy: -764.010670 hartree. The energy above the lowest of the compared OMol25 structures with the same formula, charge and spin comes out at 12.823 eV.

Structure (XYZ):
```
30
Properties=species:S:1:pos:R:3:forces:R:3
O -1.90744 0.57559 0.74899 -0.199 2.039 1.983
H -1.70754 0.53317 1.68412 -0.008 0.099 0.490
H -1.46724 1.36944 0.44525 -0.904 0.505 0.364
O -2.43087 -1.20418 -0.58119 -5.368 1.157 -0.520
H -1.63797 -1.62045 -0.91922 -0.871 -1.909 -0.384
H -2.16782 -0.83642 0.26249 -0.536 -0.453 -0.486
O 0.26259 -0.49072 0.01396 1.919 5.745 2.532
H -0.22840 0.29800 -0.21646 0.339 -0.658 0.053
H 1.12083 -0.16757 0.28825 0.726 -0.316 0.039
O -0.52740 -2.09211 -0.86068 1.001 -8.702 -4.503
H 0.13973 -2.67405 -0.49667 0.069 -0.423 -0.463
H -0.30722 -1.22773 -0.51341 0.291 -1.416 -1.234
O -1.12840 2.52664 -0.98788 -0.645 6.015 1.314
H -1.33295 3.11365 -1.71577 -0.009 0.578 0.305
H -1.32667 1.65186 -1.32204 -0.773 -1.253 -0.969
O 1.23703 -2.44349 1.10691 0.619 -1.080 0.724
H 0.74612 -1.69520 0.76735 -0.106 -0.315 0.664
H 0.56595 -3.04099 1.43691 -0.133 -0.228 0.246
O 3.50304 -0.80875 0.74204 3.185 -2.027 -1.516
H 4.16517 -0.40713 1.30461 0.163 -0.001 -0.001
H 2.69749 -0.33160 0.94118 0.998 -0.723 0.233
O 0.64668 1.68217 0.18061 0.470 4.087 -1.623
H 1.31479 2.03302 -0.40826 0.039 0.494 -0.700
H -0.16117 2.12242 -0.08355 -0.581 1.996 -0.759
O 1.83909 0.45448 1.39253 0.800 0.214 5.237
H 1.44952 1.19681 0.93057 -0.059 1.071 1.081
H 1.24903 0.29358 2.12885 0.080 -0.354 0.393
O -1.29456 0.57341 -1.83824 0.706 -2.351 -3.424
H -1.31577 0.66366 -2.79094 0.380 0.013 -0.452
H -1.99565 -0.04750 -1.64032 -1.594 -1.804 1.377
```
Forces are in eV/Å.

Results of the Löwdin charge analysis, in e, for atoms 1 through 2: O 0.00; H 0.11